# 1
{
  "formula": "C2H2N2O",
  "method": "ωB97M-V/def2-TZVPD",
  "symbols": ["O", "N", "N", "C", "C", "H", "H"],
  "coordinates": [[0.413199, -1.281681, -0.049805], [1.185771, 0.668718, -0.041338], [1.549794, -0.539087, -0.004062], [-0.697085, -0.484566, -0.062208], [-0.170037, 0.792378, -0.060344], [-1.678718, -0.983237, 0.141011], [-0.602927, 1.827477, 0.076748]],
  "forces_ev_per_a": [[-1.6, -1.4, 0.2], [1.0, 0.4, 0.2], [-0.9, 1.0, -0.6], [1.3, 0.5, 0.8], [-1.4, 0.5, 0.5], [1.3, 0.7, -0.7], [0.4, -1.7, -0.5]],
  "mulliken_charge": [-0.083, -0.228, -0.077, 0.108, -0.384, 0.337, 0.328],
  "max_force_ev_per_a": 2.14,
  "homo_energy_ev": -10.633,
  "de_lowest_kj_mol": 213.1,
  "gap_ev": 11.43,
  "spin_multiplicity": 1
}

# 2
{
  "formula": "C44H32Cl2GeMoNOP",
  "method": "ωB97M-V/def2-TZVPD",
  "symbols": ["Mo", "Ge", "Cl", "Cl", "P", "O", "N", "C", "C", "C", "C", "C", "C", "C", "C", "C", "C", "C", "C", "C", "C", "C", "C", "C", "C", "C", "C", "C", "C", "C", "C", "C", "C", "C", "C", "C", "C", "C", "C", "C", "C", "C", "C", "C", "C", "C", "C", "C", "C", "C", "C", "H", "H", "H", "H", "H", "H", "H", "H", "H", "H", "H", "H", "H", "H", "H", "H", "H", "H", "H", "H", "H", "H", "H", "H", "H", "H", "H", "H", "H", "H", "H", "H"],
  "coordinates": [[10.675394, 12.077710, 11.028327], [9.905765, 14.268004, 8.458192], [14.545419, 11.893815, 8.663496], [12.444585, 11.673737, 13.681936], [9.799798, 9.832128, 10.651853], [9.403179, 12.599795, 13.920791], [12.441161, 12.055213, 10.620257], [9.058859, 9.510071, 12.387889], [7.557839, 18.156836, 7.518368], [13.351481, 16.126337, 9.865389], [8.462600, 9.420116, 9.563844], [9.085020, 16.423805, 6.853173], [12.483199, 15.099890, 7.413184], [13.593133, 11.596276, 11.211495], [10.655567, 12.367822, 6.448482], [15.023050, 10.974160, 13.127314], [15.993672, 11.100318, 10.888550], [10.419299, 11.400678, 5.455872], [9.850872, 13.395995, 10.162791], [12.869430, 7.208931, 10.973797], [8.418332, 10.299547, 14.532756], [16.142616, 10.961841, 12.283052], [9.087912, 10.510013, 13.290916], [8.743243, 8.191886, 12.783710], [8.815223, 15.768976, 8.066297], [8.346300, 13.003541, 6.362459], [11.944651, 8.198498, 11.288080], [8.516189, 8.202457, 8.895947], [12.132720, 15.487324, 9.761016], [11.311576, 8.875357, 10.232743], [8.496711, 17.644684, 6.592747], [9.110841, 11.270008, 4.921055], [13.729756, 15.726675, 7.483633], [13.783663, 11.377541, 12.625900], [7.332173, 10.248887, 9.479758], [8.080677, 12.053781, 5.405321], [14.185685, 16.219597, 8.703418], [9.721925, 11.881188, 12.992284], [12.524274, 7.610231, 8.604323], [11.750007, 8.704646, 8.923923], [8.076504, 9.028285, 14.927659], [9.618976, 13.178599, 6.881596], [13.139840, 6.842155, 9.612110], [11.662246, 15.004714, 8.512533], [6.381894, 8.690671, 7.877010], [7.541831, 7.877611, 7.983762], [6.276803, 9.851670, 8.642563], [7.319503, 17.501030, 8.724169], [8.247732, 7.933447, 14.046699], [7.891637, 16.262513, 8.988112], [14.733605, 11.454494, 10.350902], [7.094026, 11.926868, 4.972167], [7.508138, 13.599587, 6.726468], [16.819105, 11.007924, 10.170110], [11.677082, 12.438877, 6.866092], [7.665847, 7.010769, 7.340731], [14.360750, 15.770247, 6.594054], [9.773657, 15.949996, 6.186060], [13.299857, 6.608355, 11.805801], [15.133075, 16.772810, 8.756137], [7.749236, 8.799484, 15.944103], [17.141243, 10.739126, 12.700532], [9.263542, 7.492032, 9.185985], [8.671519, 18.204725, 5.660578], [12.733478, 7.398196, 7.542512], [5.396880, 10.467071, 8.571148], [8.942452, 7.361838, 12.108336], [13.796340, 6.002521, 9.394564], [7.613415, 15.671613, 9.870550], [11.264324, 10.777189, 5.182303], [11.523767, 15.392843, 10.642444], [11.416197, 9.389526, 8.158236], [7.035876, 19.109983, 7.307064], [12.167582, 14.641183, 6.473818], [15.170557, 10.776240, 14.211017], [7.316545, 11.172126, 10.057128], [11.696276, 8.477687, 12.323397], [8.258340, 11.236583, 15.130252], [5.610776, 8.387907, 7.202446], [13.671753, 16.542913, 10.826975], [7.992943, 6.901835, 14.308223], [6.674081, 17.963285, 9.510879], [8.898767, 10.510428, 4.182259]],
  "forces_ev_per_a": [[0.6, 2.4, 1.0], [0.4, 0.0, -0.5], [0.2, -0.4, 0.6], [0.3, -0.2, -0.2], [0.1, 0.8, 1.2], [1.3, 2.0, -0.5], [-0.6, -0.4, 0.2], [2.0, -2.1, -1.7], [0.4, 0.5, -0.1], [0.9, 0.0, -1.0], [-0.7, -0.2, -0.1], [-0.3, 0.2, 1.1], [0.3, 0.0, -0.5], [0.6, 0.5, -0.1], [0.4, -1.0, -0.8], [0.3, 0.7, 0.4], [-0.9, 0.6, -0.4], [-0.8, 0.6, 0.3], [-0.4, -1.9, 0.4], [0.6, -1.2, -0.5], [0.6, 1.1, 0.1], [0.0, -0.9, -0.6], [-0.9, 0.3, 0.5], [-0.3, -0.2, -0.3], [-1.0, 0.3, 0.4], [-0.7, 0.5, 0.4], [-0.2, 0.0, -0.4], [-0.3, 0.2, 0.2], [0.0, 0.2, -0.8], [-0.4, -0.4, 1.2], [-1.1, 0.5, -0.1], [1.4, -0.4, 0.5], [0.4, -0.2, 0.4], [0.7, -0.4, -1.5], [0.3, -0.5, -0.6], [0.1, -0.2, -0.8], [-0.7, 0.5, 0.7], [-2.6, -0.7, 1.1], [1.6, -0.5, -0.2], [-0.9, -0.1, 0.1], [-0.1, -0.7, 0.1], [0.3, -0.5, 0.8], [-1.1, 1.0, 1.3], [1.0, 0.2, 1.0], [1.6, -0.2, 0.5], [-1.3, 0.4, -0.4], [0.6, -0.1, 0.3], [-1.0, 0.5, 0.6], [0.2, 0.4, -0.3], [0.3, 0.1, -0.5], [0.3, -0.2, 1.4], [0.0, 0.1, 0.2], [0.3, 0.0, 0.0], [-0.2, 0.1, 0.6], [-0.7, 0.0, -0.1], [-0.2, -0.1, 0.3], [-0.2, 0.1, 0.3], [0.4, 0.0, -0.5], [-0.1, 0.6, -0.8], [-0.4, -0.4, 0.0], [-0.2, 0.4, -0.3], [-0.7, 0.1, -0.3], [0.6, -0.2, -0.4], [0.0, -0.4, 0.5], [0.0, 0.2, 0.7], [-0.2, 0.1, 0.0], [-0.3, 0.1, 0.0], [-0.2, 0.2, 0.0], [0.3, 0.5, -0.2], [-0.3, -0.1, -0.4], [-0.2, 0.0, 0.2], [-0.3, -0.1, -0.2], [0.5, -0.6, 0.2], [0.1, 0.3, 0.1], [-0.3, 0.3, -0.9], [-0.1, -0.1, -0.2], [0.1, -0.5, -0.5], [0.3, -1.4, -0.3], [-0.4, 0.0, -0.3], [0.0, -0.2, -0.4], [0.2, 0.5, 0.2], [0.4, -0.4, -1.0], [0.1, 0.0, -0.1]],
  "mulliken_charge": [-1.063, 1.313, -0.180, -0.201, 1.838, -0.674, -0.468, -0.009, -0.388, -0.691, 0.571, -0.268, 0.238, -0.545, -0.040, -0.512, -0.474, -0.778, -0.397, -0.664, -0.937, -0.539, 1.067, -0.538, 0.397, -0.480, -0.518, -0.507, -0.450, 0.573, -0.745, -0.586, -0.832, 0.803, -0.454, -0.733, -0.448, 0.190, -0.463, -0.549, -0.361, 0.259, -0.578, 0.284, -0.550, -0.691, -0.697, -0.481, -0.735, -0.476, 0.539, 0.429, 0.372, 0.395, 0.277, 0.431, 0.381, 0.383, 0.367, 0.377, 0.373, 0.332, 0.475, 0.350, 0.407, 0.447, 0.377, 0.429, 0.317, 0.450, 0.426, 0.509, 0.345, 0.335, 0.384, 0.424, 0.465, 0.423, 0.436, 0.396, 0.408, 0.319, 0.388],
  "max_force_ev_per_a": 3.41,
  "homo_energy_ev": [-7.399, -7.398],
  "de_lowest_kj_mol": 0.0,
  "gap_ev": [6.46, 6.46],
  "spin_multiplicity": 1
}

# 3
{
  "formula": "C7H12",
  "method": "ωB97M-V/def2-TZVPD",
  "symbols": ["C", "C", "C", "C", "C", "C", "C", "H", "H", "H", "H", "H", "H", "H", "H", "H", "H", "H", "H"],
  "coordinates": [[-0.678276, 0.562803, 0.600805], [-1.901309, 0.907402, 1.354335], [0.156126, -0.475681, 0.680387], [-2.169284, 0.474804, 2.579006], [1.428903, -0.523571, -0.158523], [1.221972, -0.806071, -2.828573], [1.473522, 0.104134, -1.572577], [-0.546494, 1.292670, -0.194101], [0.162467, -1.206992, 1.483603], [2.180776, -0.843704, -3.318872], [1.495642, -1.610721, -0.355826], [2.208059, 0.902238, -1.735908], [-1.568365, 0.374375, 3.469216], [0.417788, -0.292672, -3.352435], [-3.181728, 0.497002, 2.990709], [2.365683, -0.275385, 0.322602], [0.866255, -1.777636, -2.495815], [-2.722580, 1.391253, 0.839220], [0.633555, 0.812444, -1.565119]],
  "forces_ev_per_a": [[-0.7, 1.1, -0.1], [0.4, -1.7, 0.1], [1.1, 1.8, 0.3], [-1.4, 0.9, 1.8], [0.1, -2.0, -1.7], [0.2, 1.2, 2.0], [-2.2, 1.5, 0.2], [0.4, -0.2, -0.1], [-0.6, 0.0, -0.1], [-0.1, -0.4, -0.8], [0.5, 0.2, 0.1], [0.8, -0.9, 0.2], [1.3, -1.0, -0.6], [0.4, -0.4, -0.7], [-0.2, 0.5, -0.6], [-0.1, 0.2, 0.9], [0.1, -0.2, -0.2], [0.0, -0.3, -0.5], [-0.3, -0.3, -0.1]],
  "mulliken_charge": [-0.133, -0.340, -0.133, -0.738, -0.671, -1.054, -0.297, 0.216, 0.349, 0.297, 0.287, 0.490, 0.277, 0.296, 0.233, 0.341, 0.307, 0.298, -0.025],
  "max_force_ev_per_a": 2.64,
  "homo_energy_ev": -8.674,
  "de_lowest_kj_mol": 241.7,
  "gap_ev": 9.54,
  "spin_multiplicity": 1
}

Number 1: molecular weight 70.05 g mol⁻¹, electronic energy -7131.6345 eV. Number 2: molecular weight 861.18 g mol⁻¹, electronic energy -142384.9354 eV. Number 3: molecular weight 96.17 g mol⁻¹, electronic energy -7450.9261 eV.